# C38H44CrOP2

A molecular structure, C38H44CrOP2 in a non-equilibrium geometry (wB97M-V/def2-TZVPD, the Open Molecules 2025 dataset).

The geometry in XYZ format:
```
86
Properties=species:S:1:pos:R:3:forces:R:3:lowdin_charge:R:1
Cr -1.088 1.988 0.984 -0.590 0.969 0.918 0.357
C 2.900 -4.276 -0.645 0.358 0.230 0.073 -0.098
C 3.170 -3.254 -1.463 0.428 -0.323 0.121 -0.126
C 2.968 -3.203 -2.955 -0.297 0.062 -0.162 -0.190
C 1.878 -4.135 -3.528 0.288 0.080 -0.412 -0.204
C 0.505 -3.983 -2.928 -0.395 -0.218 0.051 -0.106
C 0.025 -4.616 -1.851 -0.151 -0.163 -0.505 -0.113
C 0.730 -5.632 -0.995 0.262 0.012 0.281 -0.185
C 2.274 -5.597 -1.010 -0.056 -0.477 0.123 -0.205
C -3.111 2.641 1.090 0.254 0.003 0.075 -0.270
H 3.238 -4.228 0.398 -0.289 0.325 -0.343 0.105
H 3.712 -2.387 -1.066 -0.246 -0.292 0.089 0.096
H 3.911 -3.460 -3.471 -0.175 0.177 0.256 0.118
H 2.746 -2.161 -3.239 0.013 -0.247 0.024 0.103
H 1.795 -3.907 -4.602 0.042 -0.086 0.251 0.111
H 2.232 -5.169 -3.468 -0.244 0.370 -0.202 0.093
H -0.172 -3.362 -3.529 0.115 -0.070 0.468 0.101
H -1.034 -4.503 -1.592 0.316 0.204 -0.154 0.086
H 0.428 -6.651 -1.297 -0.072 0.326 0.056 0.118
H 0.374 -5.512 0.042 0.125 -0.014 -0.245 0.111
H 2.615 -6.336 -0.268 -0.077 0.143 -0.222 0.110
H 2.629 -5.961 -1.981 0.019 0.049 0.476 0.093
H -3.414 2.595 2.149 -0.088 0.111 -0.267 -0.020
H -3.884 2.178 0.459 0.062 0.224 0.163 -0.032
H -3.007 3.701 0.807 -0.260 -0.110 0.072 -0.018
P 1.065 1.098 0.434 -0.787 0.673 1.120 0.973
P -1.893 0.326 -0.493 -0.318 1.240 0.614 0.938
C 0.780 -0.180 -0.778 -0.728 -1.088 -1.013 -0.268
C -0.470 -0.424 -1.266 1.481 -0.410 -0.235 -0.276
C 2.279 2.240 -0.266 0.599 -0.190 -0.605 -0.349
C 3.258 1.780 -1.165 0.089 0.596 0.244 -0.088
C 4.229 2.661 -1.650 -0.179 -0.041 0.046 -0.081
C 4.223 4.000 -1.250 -0.268 -0.143 0.197 -0.080
C 3.231 4.465 -0.377 0.109 -0.203 -0.202 -0.065
C 2.242 3.597 0.086 0.030 -0.118 0.093 -0.069
C 1.802 0.320 1.911 0.595 -0.262 -0.005 -0.324
C 0.975 -0.444 2.753 0.459 0.122 -0.084 -0.078
C 1.522 -1.072 3.874 0.020 0.084 -0.110 -0.077
C 2.884 -0.938 4.171 -0.061 0.212 -0.319 -0.084
C 3.706 -0.166 3.340 -0.380 -0.012 0.080 -0.080
C 3.161 0.475 2.222 -0.147 -0.285 0.219 -0.074
C -2.978 0.867 -1.854 -0.224 -0.217 -0.349 -0.342
C -2.614 2.027 -2.558 -0.342 -0.337 -0.056 -0.085
C -3.411 2.472 -3.615 0.025 -0.105 0.064 -0.079
C -4.567 1.772 -3.977 0.120 -0.220 0.317 -0.083
C -4.932 0.619 -3.272 0.224 0.275 0.054 -0.078
C -4.147 0.173 -2.204 0.186 0.317 -0.191 -0.072
C -2.785 -0.976 0.402 0.095 -0.562 -0.197 -0.348
C -3.612 -0.656 1.491 -0.058 -0.151 -0.194 -0.070
C -4.341 -1.668 2.118 0.158 -0.213 -0.157 -0.067
C -4.215 -2.997 1.693 0.163 0.211 -0.151 -0.079
C -3.363 -3.318 0.629 0.015 0.137 0.126 -0.079
C -2.642 -2.309 -0.010 -0.357 0.063 0.284 -0.092
H 1.645 -0.764 -1.110 -0.355 0.067 -0.339 0.056
H -0.644 -1.063 -2.140 0.414 -0.155 0.379 0.075
H 3.253 0.741 -1.483 0.128 0.130 0.059 0.090
H 4.995 2.294 -2.334 -0.211 0.134 0.149 0.104
H 4.981 4.687 -1.627 -0.153 -0.185 0.119 0.104
H 3.234 5.507 -0.051 -0.068 -0.283 -0.161 0.110
H 1.439 3.960 0.733 0.307 -0.203 -0.110 0.079
H -0.091 -0.527 2.529 0.238 -0.052 0.087 0.100
H 0.879 -1.666 4.525 0.181 0.193 -0.169 0.106
H 3.299 -1.416 5.059 -0.108 0.086 -0.263 0.102
H 4.766 -0.054 3.568 -0.281 -0.001 -0.037 0.103
H 3.796 1.104 1.600 -0.122 -0.177 0.070 0.100
H -1.714 2.576 -2.270 -0.247 -0.106 -0.080 0.107
H -3.125 3.373 -4.158 -0.096 -0.211 0.132 0.105
H -5.191 2.130 -4.797 0.194 -0.094 0.201 0.103
H -5.832 0.069 -3.545 0.183 0.154 0.059 0.103
H -4.450 -0.708 -1.639 0.101 0.165 -0.141 0.102
H -3.693 0.380 1.827 0.015 -0.329 -0.150 0.079
H -5.015 -1.421 2.939 0.241 -0.072 -0.183 0.108
H -4.769 -3.787 2.199 0.085 0.199 -0.144 0.103
H -3.259 -4.350 0.287 -0.046 0.256 0.176 0.102
H -1.964 -2.547 -0.828 -0.185 -0.029 0.133 0.078
C -1.628 4.895 3.394 -0.345 -0.042 0.063 -0.073
C -0.416 4.483 2.559 0.090 -0.293 0.234 -0.597
C 0.841 5.022 3.245 0.155 0.083 0.094 -0.077
O -0.316 3.085 2.399 -0.147 0.507 -0.457 -0.389
H -1.558 4.451 4.397 0.036 0.085 -0.201 0.083
H -2.569 4.560 2.945 0.210 -0.013 0.016 0.047
H -1.687 5.987 3.496 0.089 -0.166 0.025 0.076
H -0.497 5.006 1.585 -0.049 -0.150 -0.022 0.121
H 0.907 4.632 4.270 -0.032 0.074 -0.208 0.082
H 1.751 4.723 2.719 -0.041 -0.071 0.006 0.052
H 0.828 6.120 3.278 -0.042 -0.161 0.087 0.076
```
Forces are in eV/Å.

Properties
HOMO level (alpha / beta)   -0.2479 / -0.2778 Eh
HOMO-LUMO gap (alpha / beta)   6.89 / 7.70 eV
Expectation value of S²   6.03
Energy relative to the best compared isomer or geometry (same formula, charge and spin)   0.00 kcal/mol
Spin multiplicity   5